{"formula": "C17H19ClN4O3", "method": "wB97M-V/def2-TZVPD", "symbols": ["C", "C", "C", "N", "C", "O", "C", "C", "N", "C", "C", "C", "C", "N", "C", "Cl", "C", "O", "N", "C", "C", "C", "C", "C", "O", "H", "H", "H", "H", "H", "H", "H", "H", "H", "H", "H", "H", "H", "H", "H", "H", "H", "H", "H"], "coordinates": [[0.7139, -3.2521, 3.3620], [0.8520, -2.2284, 4.1810], [0.7316, -0.7809, 3.8096], [0.3539, -0.5765, 2.4190], [1.3753, -0.4220, 1.4916], [2.5362, -0.3780, 1.8429], [0.9402, -0.3147, 0.1058], [1.9169, -0.1944, -0.8601], [1.6255, -0.0982, -2.1535], [2.4170, 0.0129, -3.2783], [1.7438, 0.0326, -4.5083], [2.4400, 0.1378, -5.6956], [3.8229, 0.2241, -5.6323], [4.4742, 0.2125, -4.4856], [3.8182, 0.1133, -3.3519], [4.8446, 0.1254, -1.9639], [-0.4652, -0.3410, -0.2380], [-0.8796, -0.2621, -1.3956], [-1.3510, -0.4648, 0.8044], [-2.7755, -0.4506, 0.4890], [-3.2897, 0.9674, 0.2442], [-3.1304, 1.8711, 1.4647], [-3.7694, 3.2349, 1.2352], [-0.9932, -0.6105, 2.1367], [-1.8227, -0.7523, 3.0040], [0.8177, -4.2664, 3.7053], [0.4915, -3.1296, 2.3143], [1.0773, -2.3857, 5.2266], [-0.0242, -0.3043, 4.4400], [1.6965, -0.2863, 3.9570], [2.9471, -0.1833, -0.5323], [0.6041, -0.1286, -2.3208], [0.6653, -0.0380, -4.5059], [1.9238, 0.1521, -6.6416], [4.4375, 0.3070, -6.5165], [-2.9188, -1.0562, -0.4089], [-3.2937, -0.9042, 1.3346], [-2.7597, 1.3978, -0.6079], [-4.3465, 0.8960, -0.0197], [-2.0687, 2.0048, 1.6869], [-3.5886, 1.3903, 2.3310], [-3.3164, 3.7302, 0.3788], [-4.8351, 3.1292, 1.0446], [-3.6385, 3.8697, 2.1080]], "forces_ev_per_a": [[0.01, -0.08, 0.01], [0.01, 0.19, 0.02], [0.06, 0.10, 0.21], [0.23, -0.01, 0.40], [0.03, 0.12, -0.37], [0.15, -0.05, 0.04], [0.05, 0.02, -0.21], [-0.17, -0.06, 0.46], [-0.74, -0.03, 0.30], [0.71, 0.08, -0.85], [0.27, 0.01, 0.16], [0.06, 0.00, 0.18], [-0.23, -0.01, -0.16], [0.21, 0.00, 0.16], [-0.33, -0.01, -0.25], [0.08, 0.00, 0.32], [0.49, -0.04, 0.13], [-0.15, 0.03, -0.17], [-0.26, -0.06, -0.11], [-0.45, 0.04, -0.27], [0.19, -0.13, 0.30], [-0.19, 0.05, -0.21], [0.16, -0.16, 0.12], [-0.04, 0.02, -0.05], [-0.06, 0.00, 0.11], [0.04, -0.17, 0.13], [-0.05, 0.10, -0.20], [0.03, -0.12, 0.13], [0.15, -0.03, -0.10], [-0.20, -0.04, 0.00], [-0.10, 0.00, -0.06], [0.31, 0.01, 0.11], [-0.10, -0.01, 0.00], [-0.05, 0.00, -0.09], [-0.03, 0.01, -0.15], [0.01, 0.02, 0.17], [0.08, 0.02, -0.16], [-0.07, 0.01, -0.06], [-0.05, 0.01, -0.07], [0.02, -0.05, 0.08], [0.07, -0.02, 0.06], [0.01, 0.11, -0.09], [-0.12, 0.04, -0.03], [-0.03, 0.13, 0.04]], "charge": 0, "e_above_lowest_ev": 0.000, "gap_ev": 8.36, "homo_energy_ev": -8.677, "e_lumo_ev": -0.31, "energy_ev": -42564.2228, "smiles": "C=CCN1C(=O)/C(=C/Nc2cccnc2Cl)C(=O)N(CCCC)C1=O"}